This record from the OMol25 dataset describes a cluster of 2 separate species, CH2NO2S in total in a non-equilibrium geometry. The level of theory is the ωB97M-V functional and the def2-TZVPD basis.

Each line ends with the Mulliken charge.
Geometry (Å):
C (-0.22, 0.66, 0.60)  -0.2604
N (0.60, 1.45, 1.13)  -0.5340
O (-0.94, -1.54, -1.76)  -0.5317
O (1.29, -2.11, -1.19)  -0.4927
S (0.45, -1.01, -1.60)  0.5446
H (-1.44, 0.42, 0.88)  0.1126
H (0.27, 2.13, 1.94)  0.1615

As for the spin multiplicity: 1. For the HOMO-LUMO gap (spin up / spin down), the calculation gives 6.1410 / 6.2507 eV. The value obtained for the relative energy (zero: lowest compared OMol25 entry of this formula, charge and spin) is 306.4 kJ/mol. As for the HOMO energy (spin up / spin down): -2.15 / -2.26 eV. The value obtained for the largest force on an atom is 3.0 eV/A. The molar mass is 92.10 g/mol. Its net charge is -1.